# 1
The following is a DFT calculation (ωB97M-V/def2-TZVPD) of a molecular structure, C20H24CuN5O6S2 at a distorted geometry.

Atoms and positions in Å:
Cu1 -0.6982 -0.0655 0.0393
N1 -0.4361 -1.1435 -3.2807
C1 -1.9120 -1.2893 -3.5574
C2 -2.6381 -2.2705 -2.5482
C3 -2.9413 -1.6916 -1.1176
N2 -1.8247 -1.7141 -0.1651
C4 -3.6404 -0.3748 -1.2439
C5 -2.8948 0.6845 -2.2031
N3 -1.6766 1.2357 -1.5200
C6 -2.6216 0.0508 -3.6011
H1 0.0735 -2.0707 -3.4384
H2 -0.0158 -0.9030 -2.3380
H3 0.0034 -0.5516 -3.9644
H4 -2.0183 -1.7349 -4.5993
H5 -2.0413 -3.1587 -2.2761
H6 -3.5449 -2.6148 -3.0646
H7 -3.6504 -2.4482 -0.6967
H8 -1.0489 -2.3376 -0.4756
H9 -2.0693 -2.0324 0.7655
H10 -3.8998 0.1288 -0.2757
H11 -4.5734 -0.7058 -1.7583
H12 -3.6168 1.4970 -2.4247
H13 -2.0580 1.8488 -0.8107
H14 -1.0903 1.8399 -2.1309
H15 -2.0244 0.7653 -4.2394
H16 -3.5194 -0.1130 -4.1704
O1 1.4398 -2.7895 -2.1738
C7 1.5672 -1.9864 -1.2162
O2 0.8790 -0.8770 -1.0945
C8 2.6103 -2.2379 -0.1064
C9 3.4244 -3.2850 -0.4553
C10 4.3950 -3.6521 0.4583
C11 4.5355 -3.0365 1.6972
C12 3.7027 -1.9685 1.9778
C13 2.6799 -1.5532 1.0865
N4 3.7494 -1.4182 3.2971
O3 2.9462 -0.4967 3.6307
O4 4.6062 -1.9179 4.0259
H17 3.3175 -3.9020 -1.3550
H18 4.9618 -4.5073 0.1956
H19 5.3742 -3.3516 2.3296
H20 2.0648 -0.6612 1.1770
O5 2.5032 2.3566 0.6790
S1 1.1231 2.7646 0.5945
O6 0.5967 3.4651 -0.5428
N5 0.1309 1.4742 0.9701
C14 -0.5495 1.5994 2.1143
S2 -1.7131 0.3634 2.6086
C15 -0.2834 2.8943 2.7701
C16 -0.7041 3.4282 4.0014
C17 -0.2917 4.7073 4.3676
C18 0.6868 5.4199 3.6870
C19 1.1591 4.8944 2.4693
C20 0.6356 3.6613 2.0532
H21 -1.3983 2.8959 4.6167
H22 -0.7498 5.1716 5.2122
H23 1.1304 6.2688 4.1873
H24 1.8479 5.4456 1.8326

Calculated values
E_tot (a.u.): -3938.5183
Strongest force on any atom (Eh/bohr): 0.06448
LUMO (Ha): -0.01012
Frontier orbital gap (eV): 6.38
Relative energy (zero: lowest compared OMol25 entry of this formula, charge and spin) (kJ/mol): 19.1

***

# 2
The following is a DFT calculation (ωB97M-V/def2-TZVPD) of a molecular structure, C20H24EuN2O3S at a distorted geometry.

Atoms and positions in Å:
C1 -3.6747 0.0146 -0.9965
C2 -3.5886 1.2435 -1.9096
H1 -3.3166 -0.9156 -1.4721
H2 -4.7375 -0.1927 -0.7748
H3 -3.2017 0.1433 0.0019
H4 -2.7225 1.2598 -2.5987
H5 -4.4783 1.2634 -2.5526
H6 -3.5589 2.1776 -1.3369
C3 0.6680 -3.0347 -1.5809
C4 1.7245 -3.9525 -1.5925
C5 2.9208 -3.5956 -2.2142
C6 3.0229 -2.3165 -2.7550
H7 -0.2979 -3.2971 -1.1406
H8 1.5852 -4.9082 -1.0905
H9 3.7549 -4.2960 -2.2803
H10 3.9428 -1.9616 -3.2083
N1 0.7472 -1.8143 -2.1280
C7 1.9228 -1.4380 -2.6880
C8 2.0096 -0.0448 -3.1652
N2 0.9894 0.7848 -2.8222
C9 1.1204 2.1093 -3.0267
C10 3.2731 1.8331 -4.0528
C11 2.2627 2.6818 -3.5954
H11 0.2854 2.7219 -2.6819
H12 2.3303 3.7651 -3.6724
C12 3.1260 0.4538 -3.8656
H13 3.8620 -0.2563 -4.2377
H14 4.1654 2.2287 -4.5436
Eu1 -0.9994 0.1614 -1.2701
C13 -1.2606 2.6725 -0.7945
H15 -1.3750 3.2348 -1.7314
H16 -0.2314 2.6730 -0.4140
H17 -2.0026 2.9489 -0.0369
C14 -0.5068 0.9439 6.7786
C15 -0.5864 0.4381 5.3620
C16 -0.5937 -0.9450 5.1341
C17 -0.6184 -1.4677 3.8427
C18 -0.5301 -0.6058 2.7457
C19 -0.6505 0.7743 2.9461
C20 -0.6493 1.2902 4.2469
S1 -0.0565 -1.3215 1.1810
O1 0.6416 -0.2043 0.4892
O2 0.7206 -2.4902 1.4738
O3 -1.3253 -1.5838 0.4268
H18 -1.3486 0.5685 7.3725
H19 0.4096 0.5781 7.2597
H20 -0.5119 2.0356 6.8182
H21 -0.5674 -1.6293 5.9844
H22 -0.6810 -2.5435 3.6876
H23 -0.7302 1.4381 2.0830
H24 -0.6829 2.3773 4.3956

Calculated values
⟨S²⟩: 15.760
E_tot (a.u.): -2220.2557
Strongest force on any atom (Eh/bohr): 0.03035
LUMO (spin up / spin down) (Ha): -0.01560 / -0.01553
Spin multiplicity: 8
Frontier orbital gap (spin up / spin down) (eV): 5.62 / 5.81

***

# 3
The following is a DFT calculation (ωB97M-V/def2-TZVPD) of a molecular structure, C20H24INOP2Ti at a distorted geometry.

Atoms and positions in Å:
C1 -1.8423 2.9313 -2.2998
C2 -1.5330 1.6990 -1.7243
C3 -0.1497 1.2160 -1.7911
C4 0.8776 2.2066 -1.9471
C5 0.5230 3.5717 -2.1702
C6 -0.7929 3.8781 -2.5252
C7 2.2053 1.8007 -1.8310
C8 2.5029 0.4539 -1.5983
C9 1.4325 -0.4906 -1.4248
C10 1.7904 -1.8814 -1.1584
C11 3.0748 -2.3043 -1.4177
C12 4.1474 -1.3809 -1.6010
C13 3.8669 0.0121 -1.5025
H1 -2.8553 3.2227 -2.5081
H2 1.3339 4.3262 -2.2060
H3 -1.0136 4.8347 -3.0182
H4 2.8194 2.4824 -1.2151
H5 3.3468 -3.3437 -1.4580
H6 5.1582 -1.6790 -1.8678
H7 4.6795 0.7871 -1.5217
N1 0.2034 -0.0952 -1.9009
Ti1 0.4278 0.2007 1.7349
C14 -2.5884 0.8738 -1.0576
H8 -2.5728 -0.1539 -1.4378
H9 -3.6151 1.2584 -1.1968
C15 0.7951 -2.8559 -0.6584
H10 -0.1200 -2.8357 -1.2383
H11 1.1312 -3.8939 -0.5946
P1 -2.0400 0.7708 0.7626
P2 0.3024 -2.3114 1.0840
C16 1.5590 -2.9580 2.2339
H12 1.2933 -2.6084 3.2429
H13 1.5490 -4.0583 2.1960
H14 2.5452 -2.5491 1.9676
C17 -1.3159 -3.0832 1.4901
H15 -1.1518 -4.1555 1.7047
H16 -1.7056 -2.5506 2.3801
H17 -1.9990 -2.9265 0.6327
C18 -2.4716 2.4656 1.3799
H18 -3.5191 2.7522 1.1986
H19 -2.2854 2.4740 2.4586
H20 -1.8083 3.2001 0.9101
C19 -3.3729 -0.2605 1.5294
H21 -3.0873 -0.3954 2.5861
H22 -4.3749 0.2103 1.4716
H23 -3.3874 -1.2480 1.0372
C20 -0.3803 0.0881 3.4270
O1 -0.9926 -0.0921 4.4415
H24 0.6397 1.4975 2.8076
I1 2.7701 0.8973 2.1937

Calculated values
E_tot (a.u.): -2735.7095
Strongest force on any atom (Eh/bohr): 0.19009
LUMO (spin up / spin down) (Ha): -0.34582 / -0.34576
Charge: +2
Frontier orbital gap (spin up / spin down) (eV): 4.15 / 4.15